# C9H9Cl2F5N2O5

A cluster of 2 separate species, C9H9Cl2F5N2O5 in total in a non-equilibrium geometry (the ωB97M-V functional and the def2-TZVPD basis, the OMol25 dataset).

Each atom is followed by the atoms it is bonded to, with distances in Å.
Positions of all 32 atoms, in Å:
1 C -1.471 -0.384 -3.183  C2 1.519, H19 1.096, H20 1.093, H21 1.091
2 C -0.653 0.888 -3.046  C1 1.519, Cl3 1.785, C4 1.550, H22 1.090
3 Cl -1.737 2.293 -2.857  C2 1.785
4 C 0.431 0.860 -1.938  C2 1.550, C5 1.509, H23 1.090, H24 1.086
5 C 0.277 -0.249 -0.927  C4 1.509, C6 1.382, C17 1.407
6 C -0.557 -0.299 0.174  C5 1.382, C7 1.542, C14 1.419
7 C -1.447 0.887 0.594  C6 1.542, F8 1.347, F9 1.340, C10 1.556
8 F -2.632 0.812 -0.043  C7 1.347
9 F -0.843 2.035 0.257  C7 1.340
10 C -1.642 0.941 2.137  C7 1.556, F11 1.316, F12 1.321, F13 1.343
11 F -2.028 2.140 2.521  C10 1.316
12 F -0.450 0.612 2.601  C10 1.321
13 F -2.550 0.040 2.548  C10 1.343
14 C -0.589 -1.471 0.974  C6 1.419, N15 1.301, H25 1.080
15 N 0.144 -2.519 0.738  C14 1.301, N16 1.318
16 N 0.974 -2.421 -0.281  N15 1.318, C17 1.324, H26 1.016
17 C 1.095 -1.382 -1.092  C5 1.407, N16 1.324, O18 1.338
18 O 1.988 -1.526 -2.078  C17 1.338, H27 0.971
19 H -0.820 -1.241 -3.391  C1 1.096
20 H -2.097 -0.572 -2.306  C1 1.093
21 H -2.141 -0.282 -4.039  C1 1.091
22 H -0.128 1.055 -3.986  C2 1.090
23 H 1.377 0.696 -2.455  C4 1.090
24 H 0.499 1.821 -1.438  C4 1.086
25 H -1.231 -1.556 1.839  C14 1.080
26 H 1.563 -3.233 -0.440  N16 1.016
27 H 2.883 -1.271 -1.802  O18 0.971
28 O 2.158 1.603 3.101  Cl29 1.454
29 Cl 2.365 0.670 4.196  O28 1.454, O30 1.457, O31 1.441, O32 1.437
30 O 2.037 -0.666 3.715  Cl29 1.457
31 O 1.487 1.010 5.288  Cl29 1.441
32 O 3.737 0.709 4.621  Cl29 1.437

Values from the calculation:
Charge: 0
Strongest force on any atom (eV Å⁻¹): 1.012
Gap between HOMO and LUMO (eV): 5.28
E_HOMO (eV): -8.20

Results of the natural (NBO) charge analysis, in e, for atoms 1 through 5:
1. C -0.637
2. C -0.177
3. Cl -0.037
4. C -0.475
5. C 0.005